[1]
13 unconnected molecules or ions with the total composition C17H51F4N22O21S5, computed with the ωB97M-V functional and the def2-TZVPD basis.

## Properties
- Total charge: -1
- Orbital gap: 8.75 eV
- Total energy: -5853.58947 Ha
- F_max: 14.0 eV/Å

Last column: Mulliken charge in e.
CARTESIAN COORDINATES (ANGSTROEM)
O -0.25 6.54 4.57  -0.598
H -5.30 -2.22 0.85  0.274
H -3.88 1.74 -3.77  0.113
H -4.21 5.04 0.88  0.111
N 4.02 -0.52 1.24  0.028
F -1.11 6.36 0.49  -0.409
C 3.69 -0.88 2.46  0.375
H 4.34 0.40 0.97  0.160
H -1.63 -0.71 -1.37  -0.571
O 1.74 -5.04 -2.56  -0.750
N 1.05 0.31 4.92  -0.303
O -3.15 -1.35 0.27  -0.370
N -2.94 -3.35 -0.75  -0.006
H 4.40 2.04 -2.60  0.199
C -4.84 5.10 -0.01  -0.017
H 5.98 -3.14 0.52  0.223
H -3.36 1.08 1.21  0.072
C -0.78 -0.73 -3.10  0.298
N 3.17 -2.05 2.41  0.013
H 1.98 -1.05 -3.24  0.082
N 0.08 -6.94 -1.72  -0.420
H 3.10 -1.73 -4.44  0.144
H -5.48 2.30 -4.23  0.228
H -5.76 4.59 0.29  0.357
H -1.30 -1.32 1.95  0.673
N -0.10 0.06 -3.87  -0.154
F 2.01 7.08 3.91  -0.309
H -0.96 -2.92 4.05  0.155
H 1.30 3.77 -0.99  0.108
H -2.65 -3.41 3.79  0.230
O -1.07 -1.86 -3.35  -0.678
H 1.32 -2.85 0.66  0.014
O 2.11 -7.49 -0.30  -0.588
N 1.81 2.12 4.09  -0.290
H -1.11 2.56 2.70  -0.006
C -5.38 1.30 -2.50  0.658
N -1.66 -3.47 3.58  -0.370
O -3.63 5.63 -1.90  -0.332
H 0.47 -4.60 1.59  0.187
H 3.40 -2.62 1.61  0.052
O 3.75 -0.18 3.45  -0.835
H -1.06 0.75 -1.95  0.249
C -3.61 -2.37 -0.10  0.407
S 0.76 -5.44 -1.57  1.195
C 0.55 1.26 0.96  -1.040
H -1.84 1.13 3.27  0.587
H 2.91 -2.46 3.29  0.250
N 5.81 -3.73 -0.29  -0.485
C 2.61 2.86 -2.08  0.706
H 0.27 -0.14 5.38  0.216
H -5.07 4.25 -2.14  0.290
H -2.63 2.66 0.74  0.155
H -3.57 2.38 2.21  0.544
C 3.96 -0.89 -2.96  0.564
C 1.14 0.21 0.27  -0.352
H -4.81 0.41 -0.82  0.065
C -0.59 -0.61 1.55  -1.123
O -5.03 6.48 -0.07  -0.410
N 2.24 3.40 -0.99  -0.206
H -3.50 0.80 -1.94  -0.141
H -3.79 3.63 -1.32  -0.156
N -0.55 0.77 1.63  1.335
H 1.57 3.10 4.04  0.471
H 0.04 0.98 -3.49  0.073
H 5.87 -0.66 -3.17  0.290
S 0.73 6.12 3.57  1.127
N -0.91 -0.25 -1.91  0.572
N 0.00 -4.17 2.37  -0.047
H -0.11 -0.14 -4.86  0.252
F -0.47 -4.45 -1.93  -0.334
H 2.66 1.62 3.89  0.183
O 1.01 -5.02 -0.15  -0.716
C 4.56 -3.77 -0.82  0.325
O 0.08 4.42 1.04  -0.245
H 5.33 -4.82 -2.36  0.140
C -4.32 4.58 -1.42  0.147
N -4.48 0.71 -1.73  0.045
O 3.92 -0.41 -1.83  -0.488
S -4.39 7.09 -1.55  1.106
O -6.59 1.36 -2.27  -0.732
H -2.00 -3.07 -1.01  -0.135
C 0.64 -2.24 0.05  -0.034
O -5.52 7.36 -2.43  -0.563
C -1.53 1.62 2.35  -0.858
H -3.33 -4.13 -1.24  0.219
H -5.20 -3.61 -0.21  0.146
C 0.86 1.55 4.75  0.586
O -3.44 8.16 -1.29  -0.496
H 0.90 2.28 0.99  0.306
H 1.84 -0.20 4.55  0.166
O -2.09 -5.04 2.00  -0.685
H 4.23 2.83 -1.05  0.140
H -0.32 -2.77 0.05  -0.179
S -0.46 5.59 1.74  1.069
S 1.37 -7.56 -1.56  1.064
O 2.03 2.76 -3.11  -0.720
O 2.13 -7.76 -2.80  -0.663
H 3.57 -4.68 -2.34  0.243
N 0.46 -0.92 0.69  1.576
H 5.10 -1.46 -4.53  0.113
N 0.42 6.72 2.00  -0.515
N -4.85 1.93 -3.53  -0.284
H 0.94 -2.09 -0.98  -0.079
N 3.83 2.54 -1.93  -0.288
N 2.91 -1.21 -3.60  -0.198
C -2.81 1.95 1.55  -0.962
F 0.64 -9.00 -1.43  -0.340
H 1.88 0.07 -0.51  0.688
N 5.05 -1.05 -3.61  -0.480
N 4.48 -4.46 -1.95  -0.255
O -1.70 5.47 2.45  -0.635
N -4.85 -2.72 0.09  -0.439
H 0.40 -3.46 2.96  0.030
O 3.60 -3.24 -0.29  -0.362
O 1.22 4.77 3.73  -0.707
H 3.71 -1.12 0.50  -0.122
C -1.28 -4.29 2.60  0.619
O -0.06 2.17 5.30  -0.770
H 6.51 -4.06 -0.95  0.143
H 2.84 3.12 -0.23  0.096


[2]
A molecular structure, C17H53AsF6N13O8, computed with the ωB97M-V functional and the def2-TZVPD basis.

## Properties
- Total charge: -1
- Energy relative to the best compared isomer or geometry (same formula, charge and spin): 0.0 kcal per mole
- Orbital gap: 9.80 eV
- Total energy: -4828.66898 Ha
- F_max: 2.4 eV/Å

Last column: Mulliken charge in e.
CARTESIAN COORDINATES (ANGSTROEM)
N 1.58 -30.25 -0.58  -0.420
H 4.94 -35.74 3.45  0.350
H 11.14 -31.87 3.61  0.425
H 2.44 -29.97 3.77  -0.266
O 6.10 -38.46 2.30  -0.678
H 7.63 -29.78 8.32  0.230
H 6.74 -36.72 0.63  0.207
C 10.89 -29.75 3.18  0.461
H 9.44 -31.40 3.38  0.173
F 5.58 -33.38 5.18  -0.465
H -0.83 -25.66 2.15  0.400
C 6.99 -28.84 0.90  0.443
C 7.60 -30.52 9.12  -1.400
H 10.89 -28.85 1.27  0.251
H 10.12 -27.80 3.28  0.294
N 6.90 -29.89 1.75  0.123
H 10.03 -33.36 11.63  0.248
O -0.33 -29.88 0.57  -0.661
C 9.07 -32.89 11.45  -0.661
C 7.34 -28.13 5.45  0.480
H 1.37 -34.67 7.27  0.207
H 2.08 -27.92 2.09  0.127
H 1.21 -29.65 -1.29  0.212
H 13.01 -31.79 2.30  0.269
H 10.28 -30.58 1.22  0.369
H 6.16 -30.54 1.59  0.038
F 6.61 -32.04 3.53  -0.527
H 8.30 -33.38 12.07  0.304
C 10.99 -29.87 1.64  -0.545
H 0.97 -31.20 2.48  0.041
H 8.14 -29.97 5.71  0.036
N 1.37 -31.03 1.58  -0.066
O 12.33 -30.14 1.22  -0.461
N 7.98 -27.93 1.23  -0.370
N 6.16 -27.51 5.14  -0.299
H 2.21 -29.41 5.48  0.378
O 8.37 -27.51 5.69  -0.762
H 1.05 -25.58 3.75  0.203
C 2.09 -27.33 3.01  -0.419
H -0.20 -27.05 1.39  0.363
H 5.92 -35.42 1.44  0.278
H 8.25 -27.38 0.43  0.281
C 7.48 -32.98 9.67  -0.683
H 3.53 -28.83 4.48  -0.679
H 6.82 -32.60 10.46  0.373
N 1.45 -33.93 6.60  -0.351
H 6.24 -31.22 7.17  0.262
H 5.32 -28.03 4.96  0.006
H 11.96 -32.20 0.92  0.331
As 4.96 -32.49 3.83  2.084
C 5.82 -37.27 2.35  0.376
H -0.69 -27.18 3.10  0.342
H 8.68 -28.32 1.86  0.154
H 8.58 -30.43 9.59  0.345
C 2.47 -29.13 4.46  0.991
H 8.23 -32.05 7.85  0.111
F 5.23 -33.91 2.87  -0.503
H 6.49 -29.99 5.13  -0.076
H 2.35 -33.67 6.25  0.229
F 4.44 -31.62 2.43  -0.493
C 1.19 -26.13 2.82  0.512
N 9.85 -28.76 3.48  -0.550
H 6.40 -32.81 7.09  0.196
H 7.46 -29.96 2.59  0.058
H 2.48 -25.75 1.24  0.277
F 3.35 -32.90 4.28  -0.498
C 7.41 -31.93 8.57  0.954
H 6.09 -26.53 5.35  0.208
C 0.30 -33.63 5.91  0.439
H 4.81 -37.31 4.14  0.194
N 0.46 -32.67 4.94  -0.281
N 5.04 -36.74 3.34  -0.324
O 1.61 -28.08 4.10  -0.391
N 1.78 -25.24 1.78  -0.746
H 1.09 -25.05 1.07  0.269
N 7.27 -29.50 5.55  0.166
H 2.55 -30.52 -0.58  0.183
H 1.37 -32.30 4.74  0.325
O 6.32 -28.76 -0.12  -0.713
C 10.41 -31.08 3.76  -1.269
H -0.34 -32.47 4.37  0.141
H 3.10 -26.94 3.20  0.248
F 4.74 -31.04 4.78  -0.549
C 12.71 -31.48 1.29  -0.750
H 11.85 -29.50 3.64  0.280
O -0.78 -34.14 6.18  -0.676
C -0.22 -26.54 2.36  -1.465
C 0.80 -30.36 0.54  0.660
H 9.67 -28.71 4.48  0.085
H 7.07 -33.92 9.29  0.277
H 13.54 -31.66 0.60  0.271
N 6.10 -36.40 1.33  -0.331
O 8.82 -33.16 10.07  -0.336
H 10.22 -30.98 4.84  0.286
H 9.00 -31.83 11.69  0.268
H 6.85 -30.27 9.88  0.330
H 2.31 -31.35 1.41  0.022
N 6.16 -32.06 7.74  -0.775


[3]
8 unconnected molecules or ions with the total composition C17H53N13O8, computed with the ωB97M-V functional and the def2-TZVPD basis.

## Properties
- Energy relative to the best compared isomer or geometry (same formula, charge and spin): 129.3 kcal per mole
- Orbital gap: 8.13 eV
- Total energy: -1993.22829 Ha
- F_max: 5.7 eV/Å

Last column: Mulliken charge in e.
CARTESIAN COORDINATES (ANGSTROEM)
C 0.82 1.02 -4.26  -0.742
H 2.92 3.17 -3.18  0.433
N 3.88 -1.81 2.57  -0.373
C 3.96 1.48 4.28  -0.891
C -3.92 -2.13 0.89  0.278
H 1.35 -3.51 2.11  0.283
C 0.85 4.47 -2.08  -1.927
H 4.23 -1.18 3.27  0.124
H -1.13 -4.94 -3.33  0.544
C -4.32 1.67 -2.08  0.693
O -0.57 3.45 0.93  -0.635
O -3.27 -1.21 0.56  -0.399
H 2.11 3.02 1.86  0.105
C 2.60 -2.18 2.74  0.698
H -0.50 3.59 3.69  0.254
N -3.60 -3.90 -3.53  -0.750
H 2.75 1.67 -2.70  0.451
H 3.91 2.22 5.08  0.497
C 4.81 3.14 2.70  -1.515
O -0.78 -2.75 -3.55  -0.347
N 2.39 2.68 2.77  -0.726
C 3.75 2.06 2.85  0.823
H -2.63 -5.55 -1.45  0.379
C -2.62 -3.77 -2.46  1.841
C -1.35 3.12 1.78  0.634
H 1.03 -2.78 -2.49  0.195
C -1.23 -3.94 -2.90  -1.431
H -2.62 -2.73 -2.14  -0.323
H 2.76 -3.35 1.09  0.157
H -1.96 2.95 3.71  0.092
H -3.37 -2.44 2.74  0.284
H -4.82 3.26 -3.10  0.266
H 3.10 0.84 4.48  0.399
N -5.07 -2.54 0.39  -0.300
H 5.83 2.81 2.50  0.334
H 1.75 1.92 -0.47  0.047
H 1.18 -2.12 -4.19  0.276
N -3.60 -2.91 1.88  -0.375
H -2.88 1.96 0.93  0.212
H -1.70 -0.37 -0.67  -0.254
H 1.43 0.25 -3.78  0.304
O 0.75 0.18 1.06  -0.668
N -4.61 2.28 -3.19  -0.398
C -3.12 -4.58 -1.34  -1.643
H -0.73 -2.01 -0.51  -0.106
H -3.13 2.56 2.52  0.127
H 1.67 2.00 2.98  0.318
C 1.14 3.07 -1.96  1.710
H 1.10 3.33 -0.09  0.353
H -3.30 -3.33 -4.31  0.275
H 0.73 -2.30 0.42  0.188
C 5.38 -0.20 5.34  -0.783
O -3.95 2.18 -1.04  -0.687
H -4.07 -0.21 -1.48  0.015
C 0.67 -2.80 -3.51  -0.686
H 0.99 -3.73 -3.98  0.374
H -4.72 1.72 -4.02  0.138
H 0.11 2.72 -1.90  -0.243
H -4.20 -4.70 -1.34  0.463
C 2.09 2.49 -2.97  -0.915
N -1.26 3.33 3.09  -0.443
O 1.49 2.23 -4.20  -0.431
H -2.78 -4.24 -0.36  0.297
N 2.18 -3.00 1.83  -0.516
H 6.39 -0.62 5.33  0.297
C 0.03 -0.40 0.30  0.503
H -0.04 4.61 -2.68  0.357
H 4.49 3.84 1.93  0.413
N 1.79 2.91 -0.69  -0.777
H 5.21 0.36 6.26  0.310
H 3.85 1.23 2.15  0.252
H 4.51 -2.50 2.19  0.236
N -2.55 2.54 1.69  -0.245
H -4.58 -0.02 -3.12  0.153
H 4.97 3.74 3.59  0.334
H 0.93 0.73 -5.30  0.407
H -4.51 -3.64 -3.18  0.215
H -5.52 -3.41 0.63  0.172
H 0.75 5.00 -1.13  0.422
N -4.40 0.39 -2.22  -0.270
H -5.60 -1.86 -0.14  0.220
N -0.87 0.16 -0.44  0.357
H -0.76 -4.24 -1.97  0.415
H 1.65 4.94 -2.66  0.376
H 4.88 -1.17 5.33  0.283
N 0.08 -1.67 -0.02  0.172
H -0.17 0.98 -3.81  0.246
O 1.81 -1.75 3.59  -0.696
H -4.37 -3.57 1.91  0.142
O 5.09 0.66 4.25  -0.428
H -0.93 1.15 -0.28  -0.216


[4]
A molecular structure, C17H54N14O12Zn, computed with the ωB97M-V functional and the def2-TZVPD basis.

## Properties
- Orbital gap: 7.83 eV
- Total energy: -4128.98494 Ha
- F_max: 7.1 eV/Å

Last column: Mulliken charge in e.
CARTESIAN COORDINATES (ANGSTROEM)
H 5.35 -0.35 4.28  0.358
C -1.42 -0.29 -5.12  0.561
O -5.43 0.85 -1.78  -0.491
H 6.49 -0.05 -2.47  0.243
C 4.37 -0.51 4.72  -1.674
H 1.66 4.68 -2.11  0.164
H -0.42 -2.81 -1.11  0.024
C -0.51 -3.23 3.35  0.508
C -1.53 0.38 3.77  0.573
O -1.87 -0.43 -6.19  -0.695
N -1.94 1.58 3.65  -0.396
N 5.63 1.18 0.16  -0.293
O 0.90 5.36 2.16  -0.752
C 3.26 -1.63 2.77  -0.642
N -0.14 3.46 1.57  -0.054
N 6.44 0.31 -1.53  -0.407
O 1.95 0.67 0.16  -0.156
H -1.30 2.36 3.71  0.224
C 0.88 4.20 1.72  0.221
N 0.08 -3.42 2.15  -0.137
H 1.71 3.25 -1.11  0.155
H 4.22 -1.78 2.27  0.287
H 2.43 -0.15 4.19  -0.237
H 4.46 -1.51 5.14  0.380
H -3.04 -1.39 -2.16  -0.088
N -0.41 -3.82 -1.07  0.180
N -0.22 0.25 3.87  -0.226
O 0.23 -0.56 -1.80  -0.157
H -6.59 1.34 0.40  0.366
H -3.27 1.63 -1.26  -0.027
O 0.04 -2.56 4.22  -0.714
H -1.08 3.80 1.71  0.181
H 2.98 -2.49 3.37  0.400
H 1.87 3.12 -4.94  0.271
H -3.57 3.25 -0.39  0.316
H 2.09 2.53 1.20  -0.090
O 2.11 1.70 -2.97  -0.422
H 0.07 2.48 1.43  -0.909
H -1.02 -0.93 -0.14  0.292
H -1.37 -2.20 -4.64  0.186
C 0.19 -4.45 -2.01  0.602
H -0.68 -4.34 -0.25  -0.143
H -2.53 -3.17 3.72  0.302
C 5.35 0.73 -1.01  0.670
H -5.62 2.81 0.97  0.395
H -4.90 1.16 0.81  0.209
H -3.49 -2.78 0.08  0.086
N 1.84 3.69 -4.10  -0.453
H 3.00 0.48 2.08  0.059
H -6.33 0.53 -1.83  0.296
H -3.72 3.17 -2.08  0.345
H 1.04 -3.13 2.11  0.051
C -3.83 2.55 -1.19  -0.762
O -2.76 -3.38 -2.51  -0.559
H -0.79 1.59 -5.25  0.168
H 0.35 0.98 3.47  0.096
H 1.94 4.69 -3.98  0.176
N -1.75 -3.60 3.25  -0.373
H -6.11 2.79 -1.39  0.325
H -4.73 -3.64 -0.73  0.369
H -0.67 0.86 -3.68  0.100
H -4.32 -2.24 -2.99  0.374
C 3.32 -0.46 3.64  1.272
C -0.33 -0.20 -0.56  -0.119
C -3.61 -2.32 -2.17  0.131
H 0.69 -0.41 1.31  -0.620
N 2.03 3.48 1.53  -0.114
H -0.73 -0.93 -3.49  -0.320
H -4.91 -1.94 -0.53  0.297
C 0.60 0.34 0.53  2.654
H 6.56 1.01 0.52  0.187
C -5.64 1.87 0.43  -1.206
C -5.32 2.10 -1.12  0.242
H 4.83 1.51 0.68  0.127
O 3.59 0.65 2.82  -0.632
O 0.31 -5.69 -2.05  -0.780
H -1.90 -3.14 -2.15  0.257
H 0.14 1.10 1.16  -0.729
H -1.94 -4.08 2.38  0.100
N -1.03 0.83 -4.63  -0.283
C 1.98 2.97 -3.03  0.684
H 0.23 -0.60 4.19  0.232
O 4.25 0.69 -1.55  -0.586
H 4.38 0.13 5.61  0.386
N 1.77 3.68 -2.01  -0.321
C -4.17 -2.70 -0.76  -0.948
H -0.40 -4.18 1.69  0.184
N -1.13 -1.26 -4.36  -0.070
H 0.96 -4.13 -3.85  0.202
Zn 2.31 -0.09 -1.76  0.706
H -2.90 1.75 3.38  0.210
H 7.28 0.37 -0.97  0.113
H -1.11 0.54 -0.77  -0.069
N 0.56 -3.71 -3.03  -0.138
H 0.69 -2.71 -2.93  0.007
H 2.58 -1.54 1.93  -0.210
H 2.89 4.01 1.57  0.173
O -2.38 -0.49 3.69  -0.673


| no. | E_HOMO (eV) |
| --- | --- |
| 1 | -7.3630 |
| 2 | -7.5726 |
| 3 | -8.1405 |
| 4 | -8.9307 |